Computed, not measured: C2H4N4 in the gas phase at a distorted geometry, with the ωB97M-V functional and the def2-TZVPD basis.

Positions of all 10 atoms, in Å:
C1 -0.721 -0.726 0.470
C2 -0.452 0.213 -0.600
N1 0.532 1.253 -0.168
N2 1.549 0.539 0.336
N3 1.550 -0.630 -0.056
N4 0.335 -1.074 -0.518
H1 -0.464 -0.620 1.552
H2 -1.497 -1.479 0.233
H3 -1.119 0.453 -1.517
H4 0.286 2.072 0.268

Output
- SMILES string = C1[C@H]2NN=NN12
- E_HOMO (Ha) = -0.340
- molecular weight (g mol⁻¹) = 84.08
- E_tot (a.u.) = -297.48872
- LUMO level (Ha) = 0.03578
- relative energy (zero: lowest compared OMol25 entry of this formula, charge and spin) (kJ/mol) = 408.5

---

Computed, not measured: 2 unconnected molecules or ions with the total composition C2H4N4 at a distorted geometry, with the ωB97M-V functional and the def2-TZVPD basis.

Positions of all 10 atoms, in Å:
C1 -1.581 -0.143 0.125
N1 -0.555 -1.006 0.717
N2 1.007 1.603 0.724
C2 2.018 1.215 0.329
N3 1.428 -1.491 -0.452
N4 0.444 -1.231 0.055
H1 -2.529 -0.678 0.171
H2 -1.367 0.130 -0.910
H3 -1.651 0.768 0.718
H4 2.951 0.844 -0.041

Output
- E_HOMO (Ha) = -0.350
- molecular weight (g mol⁻¹) = 84.08
- E_tot (a.u.) = -297.53551
- LUMO level (Ha) = 0.03913
- relative energy (zero: lowest compared OMol25 entry of this formula, charge and spin) (kJ/mol) = 285.6

---

Computed, not measured: C2H4N4 in the gas phase, with the ωB97M-V functional and the def2-TZVPD basis.

Positions of all 10 atoms, in Å:
N1 -0.110 0.703 -1.721
C1 -0.097 0.253 -0.402
C2 0.584 -0.740 0.269
N2 -0.012 -0.738 1.499
N3 -0.974 0.167 1.585
N4 -1.022 0.785 0.447
H1 0.772 0.792 -2.202
H2 -0.644 1.562 -1.767
H3 1.400 -1.405 0.027
H4 0.102 -1.380 2.266

Output
- SMILES string = Nc1c[nH]nn1
- E_HOMO (Ha) = -0.314
- molecular weight (g mol⁻¹) = 84.08
- E_tot (a.u.) = -297.60664
- LUMO level (Ha) = 0.03496
- relative energy (zero: lowest compared OMol25 entry of this formula, charge and spin) (kJ/mol) = 98.9

---

Computed, not measured: C2H4N4 in the gas phase at a distorted geometry, with the ωB97M-V functional and the def2-TZVPD basis.

Positions of all 10 atoms, in Å:
N1 1.985 -0.030 -0.242
C1 0.606 -0.204 -0.159
N2 -0.077 0.970 -0.314
C2 -1.312 0.629 -0.092
N3 -1.444 -0.680 0.115
N4 -0.152 -1.274 0.078
H1 2.193 0.944 -0.042
H2 2.646 -0.657 0.192
H3 -2.117 1.344 -0.016
H4 -2.328 -1.043 0.479

Output
- SMILES string = Nc1nc[nH]n1
- E_HOMO (Ha) = -0.325
- molecular weight (g mol⁻¹) = 84.08
- E_tot (a.u.) = -297.62831
- LUMO level (Ha) = 0.03678
- relative energy (zero: lowest compared OMol25 entry of this formula, charge and spin) (kJ/mol) = 42.0

---

Computed, not measured: 2 unconnected molecules or ions with the total composition C2H4N4 at a distorted geometry, with the ωB97M-V functional and the def2-TZVPD basis.

Positions of all 10 atoms, in Å:
C1 -1.771 0.221 -0.699
C2 -1.220 0.427 0.720
N1 3.304 0.686 -0.138
N2 2.566 -0.163 -0.035
N3 1.929 -1.148 0.088
N4 -0.358 0.437 -0.162
H1 -1.932 -0.695 -1.127
H2 -2.247 1.193 -1.155
H3 -1.446 0.344 1.723
H4 1.176 -1.303 0.786

Output
- E_HOMO (Ha) = -0.350
- molecular weight (g mol⁻¹) = 84.08
- E_tot (a.u.) = -297.45610
- LUMO level (Ha) = 0.02993
- relative energy (zero: lowest compared OMol25 entry of this formula, charge and spin) (kJ/mol) = 494.1

---

Computed, not measured: C2H4N4 in the gas phase, with the ωB97M-V functional and the def2-TZVPD basis.

Positions of all 10 atoms, in Å:
C1 1.128 0.741 0.795
N1 0.305 -0.068 -0.084
N2 -0.641 -0.830 0.438
C2 -1.436 -1.004 -0.597
N3 -0.987 -0.379 -1.708
N4 0.111 0.223 -1.358
H1 1.546 1.561 0.211
H2 1.909 0.148 1.271
H3 0.443 1.129 1.551
H4 -2.378 -1.522 -0.519

Output
- SMILES string = Cn1ncnn1
- E_HOMO (Ha) = -0.396
- molecular weight (g mol⁻¹) = 84.08
- E_tot (a.u.) = -297.59021
- LUMO level (Ha) = 0.03453
- relative energy (zero: lowest compared OMol25 entry of this formula, charge and spin) (kJ/mol) = 142.0

---

Computed, not measured: C2H4N4 in the gas phase at a distorted geometry, with the ωB97M-V functional and the def2-TZVPD basis.

Positions of all 10 atoms, in Å:
N1 -4.111 0.184 0.004
C1 -3.041 -0.265 0.023
N2 -1.855 -0.830 -0.066
C2 -0.632 -0.342 -0.041
N3 0.417 -1.164 0.130
N4 -0.415 1.042 0.122
H1 0.134 -2.040 0.395
H2 1.207 -0.936 -0.483
H3 -1.151 1.688 0.305
H4 0.207 1.459 -0.599

Output
- SMILES string = N#CN=C(N)N
- E_HOMO (Ha) = -0.349
- molecular weight (g mol⁻¹) = 84.08
- E_tot (a.u.) = -297.61348
- LUMO level (Ha) = 0.01433
- relative energy (zero: lowest compared OMol25 entry of this formula, charge and spin) (kJ/mol) = 80.9

---

Computed, not measured: C2H4N4 in the gas phase, with the ωB97M-V functional and the def2-TZVPD basis.

Positions of all 10 atoms, in Å:
N1 1.482 0.484 0.130
C1 0.143 0.127 0.023
C2 -0.400 -1.195 -0.415
N2 -1.525 -1.108 0.192
N3 -1.059 0.140 0.943
N4 -0.839 1.151 -0.060
H1 1.619 1.455 0.373
H2 2.074 -0.142 0.657
H3 -0.006 -2.024 -1.000
H4 -1.488 1.111 -0.843

Output
- SMILES string = N[C@@]12C=NN1N2
- E_HOMO (Ha) = -0.342
- molecular weight (g mol⁻¹) = 84.08
- E_tot (a.u.) = -297.48662
- LUMO level (Ha) = 0.02753
- relative energy (zero: lowest compared OMol25 entry of this formula, charge and spin) (kJ/mol) = 414.0

---

Computed, not measured: C2H4N4 in the gas phase at a distorted geometry, with the ωB97M-V functional and the def2-TZVPD basis.

Positions of all 10 atoms, in Å:
N1 1.542 -0.247 -0.618
C1 0.276 -0.444 -0.298
C2 -0.961 -0.694 -0.666
N2 -1.757 0.386 -0.194
N3 -1.369 0.946 0.875
N4 -0.132 0.789 1.215
H1 2.069 0.273 0.062
H2 1.952 -0.419 -1.527
H3 -1.515 -1.531 -1.097
H4 -0.105 0.940 2.248

Output
- E_HOMO (Ha) = -0.309
- molecular weight (g mol⁻¹) = 84.08
- E_tot (a.u.) = -297.46904
- LUMO level (Ha) = 0.02370
- relative energy (zero: lowest compared OMol25 entry of this formula, charge and spin) (kJ/mol) = 460.2

---

Computed, not measured: C2H4N4 in the gas phase, with the ωB97M-V functional and the def2-TZVPD basis.

Positions of all 10 atoms, in Å:
H1 1.918 -0.750 -0.827
N1 0.975 -0.410 -1.005
C1 0.326 -0.269 0.077
N2 0.740 -0.434 1.379
N3 -1.062 0.141 0.088
C2 -1.380 1.100 -0.895
N4 -1.694 0.000 -1.363
H2 1.537 -1.031 1.539
H3 -0.002 -0.520 2.058
H4 -1.357 2.171 -1.049

Output
- SMILES string = [H]/N=C(\N)N1C=N1
- E_HOMO (Ha) = -0.355
- molecular weight (g mol⁻¹) = 84.08
- E_tot (a.u.) = -297.52726
- LUMO level (Ha) = 0.03564
- relative energy (zero: lowest compared OMol25 entry of this formula, charge and spin) (kJ/mol) = 307.3

---

Computed, not measured: C2H4N4 in the gas phase, with the ωB97M-V functional and the def2-TZVPD basis.

Positions of all 10 atoms, in Å:
N1 2.054 -0.075 -0.200
C1 0.592 -0.055 -0.022
N2 1.183 -0.826 0.814
N3 -1.843 -0.496 0.819
C2 -1.616 0.301 -0.149
N4 -0.337 0.568 -0.636
H1 2.634 0.665 0.182
H2 2.481 -0.648 -0.920
H3 -2.843 -0.546 1.009
H4 -2.390 0.851 -0.695

Output
- E_HOMO (Ha) = -0.328
- molecular weight (g mol⁻¹) = 84.08
- E_tot (a.u.) = -297.52398
- LUMO level (Ha) = 0.01914
- relative energy (zero: lowest compared OMol25 entry of this formula, charge and spin) (kJ/mol) = 315.9

---

Computed, not measured: C2H4N4O in the gas phase at a distorted geometry, with the ωB97M-V functional and the def2-TZVPD basis.

Positions of all 11 atoms, in Å:
N1 -2.033 -1.094 -0.883
C1 -0.874 -0.657 -0.842
N2 0.378 -0.953 -0.810
N3 0.906 0.091 -0.105
N4 1.785 -0.290 0.851
C2 -0.404 1.098 0.177
O1 -0.704 1.972 -0.588
H1 -2.729 -0.456 -1.259
H2 1.870 -1.287 1.014
H3 2.391 0.451 1.176
H4 -0.585 1.125 1.271

Output
- SMILES string = N=C=NN(N)C=O
- E_HOMO (spin up / spin down) (Ha) = -0.288 / -0.288
- molecular weight (g mol⁻¹) = 100.08
- E_tot (a.u.) = -372.68764
- LUMO level (spin up / spin down) (Ha) = -0.02303 / -0.02301
- relative energy (zero: lowest compared OMol25 entry of this formula, charge and spin) (kJ/mol) = 558.4

---

Computed, not measured: C2H4N4O in the gas phase at a distorted geometry, with the ωB97M-V functional and the def2-TZVPD basis.

Positions of all 11 atoms, in Å:
N1 -0.599 0.305 -2.116
C1 -0.337 0.171 -0.756
N2 -1.201 0.656 0.116
N3 -0.574 0.317 1.351
C2 0.571 -0.310 1.066
O1 1.416 -0.749 2.005
N4 0.770 -0.435 -0.221
H1 -1.092 -0.419 -2.615
H2 -0.238 1.089 -2.634
H3 -0.851 0.479 2.321
H4 2.148 -1.140 1.499

Output
- SMILES string = Nc1n[nH]c(O)n1
- E_HOMO (Ha) = -0.349
- molecular weight (g mol⁻¹) = 100.08
- E_tot (a.u.) = -372.87354
- LUMO level (Ha) = 0.02713
- relative energy (zero: lowest compared OMol25 entry of this formula, charge and spin) (kJ/mol) = 70.3

---

Computed, not measured: C2H4N4O2 in the gas phase at a distorted geometry, with the ωB97M-V functional and the def2-TZVPD basis.

Positions of all 12 atoms, in Å:
N1 -2.028 -1.306 -1.140
C1 -0.929 -0.613 -0.542
N2 0.264 -1.182 -0.418
C2 1.015 -0.295 0.254
O1 2.211 -0.409 0.575
N3 0.227 0.751 0.782
O2 0.664 2.030 0.352
N4 -1.106 0.643 0.114
H1 -2.025 -2.410 -1.221
H2 -2.945 -1.432 -0.472
H3 1.240 2.445 1.138
H4 -1.282 1.533 -0.489

Output
- SMILES string = Nc1nc(=O)n(O)[nH]1
- E_HOMO (Ha) = -0.356
- molecular weight (g mol⁻¹) = 116.08
- E_tot (a.u.) = -448.00274
- LUMO level (Ha) = 0.00546
- relative energy (zero: lowest compared OMol25 entry of this formula, charge and spin) (kJ/mol) = 261.7

---

Computed, not measured: C2H4N4O2 in the gas phase at a distorted geometry, with the ωB97M-V functional and the def2-TZVPD basis.

Positions of all 12 atoms, in Å:
H1 1.397 2.142 -0.336
N1 2.226 1.305 -0.172
C1 1.500 0.260 -0.209
N2 1.938 -1.252 -0.071
O1 0.460 -1.761 -0.349
C2 -0.534 -0.821 -0.045
N3 -1.766 -0.742 -0.240
N4 -2.251 0.594 -0.112
O2 0.100 0.403 -0.324
H2 2.267 -1.560 1.056
H3 -3.424 0.501 -0.175
H4 -1.912 0.930 0.977

Output
- SMILES string = [H]/N=c1/[nH]o/c(=N/N)o1
- E_HOMO (Ha) = -0.336
- molecular weight (g mol⁻¹) = 116.08
- E_tot (a.u.) = -447.86848
- LUMO level (Ha) = -0.00379
- relative energy (zero: lowest compared OMol25 entry of this formula, charge and spin) (kJ/mol) = 614.2

---

Computed, not measured: a molecular structure, C2H4N4O2 at a distorted geometry, with the ωB97M-V functional and the def2-TZVPD basis.

Positions of all 12 atoms, in Å:
C1 -0.929 -0.442 -0.196
C2 0.881 0.742 -0.136
H1 -2.552 1.066 0.259
H2 -2.911 -0.790 0.531
H3 2.678 -2.186 0.257
H4 1.129 2.608 0.008
N1 -2.405 -0.054 0.049
N2 -0.118 -1.430 -0.515
N3 1.136 -0.700 -0.561
N4 1.697 1.724 -0.146
O1 1.789 -1.300 0.463
O2 -0.394 0.762 -0.013

Output
- E_HOMO (Ha) = -0.339
- molecular weight (g mol⁻¹) = 116.08
- E_tot (a.u.) = -447.90160
- LUMO level (Ha) = 0.00994
- relative energy (zero: lowest compared OMol25 entry of this formula, charge and spin) (kJ/mol) = 527.2

---

Computed, not measured: C2H4N4OS in the gas phase at a distorted geometry, with the ωB97M-V functional and the def2-TZVPD basis.

Positions of all 12 atoms, in Å:
N1 -1.198 -0.005 -2.213
N2 -0.003 0.246 -1.516
C1 -0.065 -0.048 -0.289
O1 -1.134 -0.497 0.465
N3 -0.557 -0.918 1.706
N4 0.670 -0.401 1.803
C2 1.036 0.029 0.644
S1 2.455 0.837 0.210
H1 -1.994 0.153 -1.644
H2 -1.285 0.662 -3.000
H3 -1.109 -0.467 2.490
H4 3.185 0.408 1.344

Output
- SMILES string = N/N=c1\o[nH]nc1S
- E_HOMO (Ha) = -0.305
- molecular weight (g mol⁻¹) = 132.15
- E_tot (a.u.) = -770.93907
- LUMO level (Ha) = 0.02438
- relative energy (zero: lowest compared OMol25 entry of this formula, charge and spin) (kJ/mol) = 259.9

---

Computed, not measured: a molecular structure, C2H4N4S at a distorted geometry, with the ωB97M-V functional and the def2-TZVPD basis.

Positions of all 11 atoms, in Å:
C1 -0.674 -0.091 -0.255
C2 0.875 -0.194 -0.263
H1 -2.499 -0.577 -1.497
H2 -0.752 -2.104 -1.075
H3 0.205 2.004 1.660
H4 2.080 0.668 1.091
N1 -1.286 -0.820 -1.183
N2 -0.974 0.531 0.833
N3 0.121 1.035 1.484
N4 1.209 0.620 0.686
S1 1.694 -1.072 -1.481

Output
- E_HOMO (Ha) = -0.303
- molecular weight (g mol⁻¹) = 116.15
- E_tot (a.u.) = -695.65520
- LUMO level (Ha) = 0.00782
- relative energy (zero: lowest compared OMol25 entry of this formula, charge and spin) (kJ/mol) = 464.0

---

Computed, not measured: 2 unconnected molecules or ions with the total composition C2H4N4S at a distorted geometry, with the ωB97M-V functional and the def2-TZVPD basis.

Positions of all 11 atoms, in Å:
C1 1.013 -0.830 0.689
N1 0.464 0.343 0.776
N2 0.999 1.101 -0.154
N3 1.702 0.391 -0.939
N4 1.822 -0.850 -0.423
H1 0.689 -1.509 1.438
H2 2.199 -1.667 -1.017
C2 -2.128 0.830 -0.112
S1 -2.960 -0.542 -0.061
H3 -2.648 1.816 -0.328
H4 -1.151 0.916 0.131

Output
- SMILES string = c1nnn[nH]1.C=S
- E_HOMO (Ha) = -0.315
- molecular weight (g mol⁻¹) = 116.15
- E_tot (a.u.) = -695.70451
- LUMO level (Ha) = -0.00001
- relative energy (zero: lowest compared OMol25 entry of this formula, charge and spin) (kJ/mol) = 334.5

---

Computed, not measured: 2 unconnected molecules or ions with the total composition C2H4N4S at a distorted geometry, with the ωB97M-V functional and the def2-TZVPD basis.

Positions of all 11 atoms, in Å:
C1 2.170 1.167 -1.387
C2 -0.797 -1.299 0.681
N1 2.838 -0.046 -1.340
N2 0.939 0.974 -1.039
N3 2.018 -0.956 -0.956
N4 0.851 -0.376 -0.866
S1 -0.366 -0.458 2.085
H1 2.491 2.157 -1.676
H2 -1.211 -0.761 -0.210
H3 0.003 -2.015 0.585
H4 -1.128 0.576 1.885

Output
- E_HOMO (spin up / spin down) (Ha) = -0.337 / -0.337
- molecular weight (g mol⁻¹) = 116.15
- E_tot (a.u.) = -695.64050
- LUMO level (spin up / spin down) (Ha) = -0.09000 / -0.09005
- relative energy (zero: lowest compared OMol25 entry of this formula, charge and spin) (kJ/mol) = 502.6